1.
153
Properties=species:S:1:pos:R:3:forces:R:3 method="wB97M-V/def2-TZVPD" energy_ha=-4368.255784 homo_lumo_gap_ev="9.107 / 9.651" e_homo_ev="-8.661 / -9.646" multiplicity=2
H 8.65669 2.64286 -4.75391 -0.03 0.00 0.02
H -4.84028 -8.79871 0.01203 0.02 0.04 -0.05
H 4.64775 11.20195 -9.33236 -0.04 0.02 -0.06
H 2.89099 11.42862 -9.31642 0.04 0.02 -0.05
C 4.32312 -2.14899 0.95507 0.66 -0.64 -0.20
H -0.85642 -11.19150 0.78359 -0.02 0.02 0.01
C 3.24725 -1.51103 -0.03115 0.56 -0.50 -0.82
H 7.14483 1.76118 -5.01780 0.07 -0.04 0.01
H -9.61650 -2.72450 7.60170 -0.02 0.06 0.03
H -1.94262 2.03223 -0.71523 1.36 -0.76 0.12
C 0.35927 -1.72515 3.56369 0.52 -0.42 0.38
H 5.34145 -2.12093 0.43860 -1.33 -0.03 0.68
C -7.19383 -4.36627 9.12120 0.09 -0.01 -0.38
C -0.50911 -2.70066 0.76565 0.45 0.46 -1.03
H -7.92975 -5.09619 8.77556 0.05 -0.02 0.04
C -1.74197 -10.55583 0.85865 -0.18 0.17 0.15
H -6.13153 -1.42933 9.74456 0.00 -0.01 -0.03
H 0.99764 0.43010 1.43544 -0.85 -0.68 -1.07
Si 4.01060 2.44931 -3.10960 -0.20 -0.11 -0.14
C 5.58648 12.74955 -6.67108 -0.16 -0.24 0.05
H 3.20139 8.31413 -8.37436 0.06 -0.03 -0.03
H -1.05388 -12.01629 3.64560 -0.02 0.05 -0.03
H 2.27848 -1.37960 2.58809 -0.98 -0.84 -0.25
H 0.40696 -9.47466 3.09061 -0.03 0.01 0.00
H -6.21364 -4.84867 9.14349 -0.05 -0.04 0.02
H 2.77256 4.26795 -4.25675 -0.03 -0.03 -0.06
H -2.81368 -12.13387 3.49285 0.03 -0.01 0.06
H 3.58568 7.07760 -5.02405 0.01 0.04 -0.04
H 1.05664 0.09347 -0.33805 -0.78 -0.59 1.17
C -6.09610 -3.82157 3.65940 -0.07 -0.08 0.37
C 4.20289 8.30732 -7.93595 -0.08 0.27 0.12
C 4.43794 0.68849 -3.59930 0.10 0.21 0.07
H 1.61739 13.09898 -6.98491 0.00 0.05 0.04
H -5.47299 -0.45549 5.71236 0.07 0.01 -0.02
H 5.98897 9.72499 -4.64686 0.06 -0.02 -0.02
C 2.62306 13.41618 -6.69887 0.00 -0.37 0.14
C 7.72221 2.32805 -4.28338 -0.27 0.05 0.13
C -5.92288 -1.64066 8.69306 -0.05 -0.13 -0.26
C -1.99030 -11.46216 3.74720 -0.29 0.26 -0.02
H 5.71526 4.26002 -5.89447 0.00 0.07 -0.03
C -0.97056 1.44138 -0.68846 0.03 -0.67 -0.22
H 4.87973 8.82550 -8.61913 -0.03 -0.05 -0.04
C 4.07827 -3.62329 1.38384 -0.71 0.30 1.05
Si -1.98110 -9.96324 2.62374 0.24 -0.11 -0.07
H 7.96261 1.66378 -3.44938 0.03 -0.02 -0.06
C -3.06506 -6.22362 2.50936 0.03 -0.27 0.04
O -3.20192 -0.22990 -0.06536 1.28 -0.48 -0.57
H 1.88660 -3.36777 -0.16369 0.37 1.21 0.31
H 4.43380 -1.46016 1.85281 -0.20 -1.31 -0.78
H -9.17162 -1.87352 9.09180 0.02 -0.01 -0.03
C -5.81219 -7.47153 2.86682 0.25 -0.32 0.08
H 3.96496 12.82377 -9.52281 0.00 -0.03 0.02
C -2.81933 -3.00936 -0.27132 -0.81 0.28 0.67
H 3.15211 8.51484 -4.08545 -0.04 -0.04 -0.01
O 3.56823 10.67573 -6.36897 0.17 -0.04 -0.11
H 2.65872 3.38923 -1.25100 -0.02 -0.05 0.05
H 2.13534 8.00272 -5.44374 0.01 -0.02 0.06
C 3.75682 -4.67614 1.92914 0.83 0.89 0.20
H -4.90974 -2.04366 8.61666 -0.01 0.06 0.03
H 8.76345 5.15569 -3.14785 -0.05 -0.03 -0.02
H -8.97733 -2.41527 4.41127 -0.01 0.07 -0.02
H -0.36045 -3.28925 -0.20447 -0.12 0.90 1.16
C 3.84360 11.86713 -9.00879 -0.02 -0.16 0.24
H 5.64615 5.69867 -4.86234 0.01 0.00 -0.05
H -3.91234 -2.90080 0.04072 1.42 -0.17 -0.54
H -2.32384 -3.06682 2.58346 -0.33 1.30 -0.71
H -3.57060 -5.31609 2.17045 -0.01 -0.02 -0.01
C -1.93957 -2.01475 0.66211 -1.01 -3.31 0.00
H -2.88698 -6.13781 3.58498 0.03 0.05 -0.04
H -8.39362 -0.88480 5.08598 -0.06 0.00 -0.05
H -5.95929 -0.69773 8.14210 0.05 0.00 0.05
H -7.45452 -4.07564 10.14188 0.01 0.03 -0.05
C 2.95586 2.38477 -1.56222 0.34 0.17 -0.01
Si 6.75236 3.81801 -3.68082 0.25 0.06 -0.17
O -3.39720 -9.10462 2.76072 0.14 0.09 -0.13
H -0.39725 -8.06306 2.38762 0.05 0.01 0.05
C 1.35755 -2.01007 2.39792 -1.22 0.49 0.41
H -4.99281 -0.86231 4.05732 -0.01 -0.03 0.05
C 0.74403 -1.72506 0.94312 0.93 -1.07 -0.28
H -2.77706 -2.72336 -1.36179 0.29 -0.40 1.16
H -0.73263 0.87223 2.65319 -0.96 0.16 -1.15
H -0.65290 -8.46761 4.09336 0.06 0.02 -0.03
H -1.37068 2.20716 1.59286 -0.29 -1.33 0.22
C -0.31287 -1.62004 4.58120 0.04 -0.59 -0.48
H -0.07233 2.09858 -0.49749 -1.13 -0.48 -0.07
H -3.77521 -2.14634 2.03511 1.50 0.42 -0.19
H -8.03076 -1.30478 3.40528 0.01 -0.01 0.02
H 6.36835 12.07102 -7.02078 0.03 0.06 0.04
C -1.44704 1.09433 1.78967 0.31 -0.49 0.57
H 3.70528 -1.53915 -1.07893 -0.61 0.01 1.35
H 8.20548 4.26994 -1.72020 0.01 0.07 0.00
C -0.51527 -8.88837 3.09408 -0.27 0.03 -0.03
H -4.83372 -7.03150 -0.13141 0.03 -0.04 0.04
C -4.29040 -7.89079 0.27208 0.12 -0.11 0.20
H 2.03987 2.69044 -4.59732 0.02 0.01 0.00
H -2.60931 -11.13196 0.52649 0.05 0.01 -0.04
H 1.40047 -1.92555 -1.14094 0.56 -0.51 1.24
H -3.31106 -7.93159 -0.21111 -0.05 -0.01 -0.06
C 6.27287 4.85699 -5.16869 -0.14 -0.15 0.18
C 1.84726 -2.24007 -0.13370 -0.92 1.25 -0.24
C -5.19287 -1.27768 5.04930 -0.15 -0.15 0.14
H -5.75387 -7.35057 3.95134 -0.07 0.01 -0.02
H -6.87700 -4.57794 3.55201 0.05 0.00 -0.01
H -0.48388 -3.49286 1.58604 -0.31 1.19 -1.00
H 6.32927 8.17721 -5.44237 -0.03 0.05 -0.02
C -8.14303 -1.70871 4.41388 0.10 -0.16 0.24
H -5.16206 -4.32493 3.92102 -0.03 -0.04 -0.05
C 5.94834 9.19058 -5.59935 -0.19 0.15 -0.07
H 3.18098 -0.40204 0.22177 -0.26 -1.46 -0.26
C 2.98825 3.21993 -4.48192 0.27 0.05 0.16
H -2.47877 0.81398 2.15139 1.03 0.51 -0.67
C 3.16582 8.08477 -5.08972 -0.08 0.37 -0.07
H -6.26615 -6.57122 2.44638 0.08 -0.04 -0.01
H -0.98807 -1.69981 5.47638 1.21 0.39 -1.59
H -2.53298 -4.09652 -0.10205 -0.20 1.38 -0.27
O -6.77618 -3.27994 6.44594 -0.02 0.18 0.00
H 3.53038 0.08398 -3.68686 0.04 0.04 0.00
H 5.08759 0.22779 -2.85052 -0.01 -0.04 -0.05
Si -6.56250 -2.55934 4.96254 0.03 0.21 -0.23
C -1.00401 0.29408 0.45358 0.92 3.17 -0.30
H 3.61848 -5.55368 2.61874 0.14 1.37 -1.51
H -5.96011 -3.33115 2.69172 -0.02 0.03 0.05
C 0.49565 -0.18840 0.61618 0.21 -0.28 0.05
Si -4.10913 -7.73880 2.13372 -0.13 0.24 -0.13
H 5.67164 12.84035 -5.58522 0.05 0.02 -0.04
C -8.87190 -2.06821 8.05913 0.19 -0.10 -0.19
H 2.84644 14.35176 -7.21752 0.03 -0.06 0.00
Si 3.88751 12.10900 -7.14774 0.10 0.22 -0.17
H 5.76464 13.73222 -7.11432 -0.01 -0.03 0.01
H 6.60992 9.69707 -6.30629 0.04 -0.02 0.06
H -0.80836 0.96109 -1.71042 -0.26 0.52 1.25
H -2.09721 -6.28447 2.00523 0.02 0.06 0.03
Si 4.18983 9.13807 -6.25288 0.14 -0.24 -0.03
H 3.50072 1.91580 -0.73904 -0.04 0.04 0.03
H -1.61240 -9.70921 0.18006 0.00 -0.06 -0.04
H -2.09878 -11.16394 4.79274 -0.01 -0.07 -0.01
H 3.52183 3.17660 -5.43420 -0.06 0.03 -0.02
H 2.63045 13.61170 -5.62387 -0.05 0.02 -0.04
H 2.04954 1.80235 -1.74760 0.05 0.02 -0.06
H -4.27054 -1.72664 5.42723 0.01 0.06 -0.02
H 1.60806 -3.12238 2.40939 -0.14 1.59 0.24
H -2.35281 -1.27107 2.81306 -0.20 -0.79 -0.92
C -2.63671 -2.08492 2.09008 -0.44 -0.32 0.62
H -8.87373 -1.11850 7.51891 -0.07 -0.01 0.02
H -6.46749 -8.31810 2.64840 -0.01 0.02 0.05
H 7.36329 5.74164 -2.23652 0.06 -0.01 0.03
H 4.53361 7.26982 -7.84880 0.00 0.02 0.01
N -1.98492 -0.70392 -0.01644 -0.63 0.31 2.34
Si -7.17170 -2.86195 8.00506 -0.09 0.13 0.24
H 7.16326 5.25203 -5.66423 -0.02 -0.01 0.02
O 5.39581 3.33148 -2.85244 -0.03 -0.09 -0.17
C 7.87700 4.84427 -2.58977 -0.35 -0.15 0.12
H 4.95447 0.66808 -4.56186 0.00 -0.07 0.03

***

2.
12
Properties=species:S:1:pos:R:3:forces:R:3 method="wB97M-V/def2-TZVPD" energy_ha=-360.316639 homo_lumo_gap_ev=7.669 e_homo_ev=-3.581 total_charge=-1 e_above_lowest_kcal_mol=34.3
H -1.35342 1.73273 1.10257 -0.09 0.09 0.05
H -0.65342 -0.45180 0.57304 0.37 0.02 -0.20
H 1.02206 1.16206 -1.17806 0.12 -0.08 0.01
N -0.04792 0.30689 0.26345 -0.49 0.43 0.50
H 0.09653 -3.18717 0.07140 -0.28 0.09 -0.28
H -0.04302 -2.10637 -1.03085 -0.22 -0.22 0.11
C -0.24477 1.76254 0.97466 0.18 -0.54 0.02
O 0.25600 2.73886 0.30988 0.05 0.04 -0.14
C 0.58815 0.20187 -0.87298 -0.06 -0.20 -0.43
O 0.69541 -0.82910 -1.58831 0.18 0.45 0.05
O -0.53262 -2.87769 -0.59746 0.35 -0.10 0.30
H 0.21702 1.54716 1.97267 -0.11 0.03 -0.01

***

3.
7
Properties=species:S:1:pos:R:3:forces:R:3 method="wB97M-V/def2-TZVPD" energy_ha=-411.171583 homo_lumo_gap_ev="7.771 / 7.720" e_homo_ev="-7.607 / -11.235" multiplicity=3 e_above_lowest_kcal_mol=97.4
N -0.49706 1.24129 -0.92504 -1.61 3.62 -2.66
O 0.50272 -1.68519 1.27771 -0.48 -0.58 0.34
O -1.66508 -0.59274 -0.00501 -2.60 -2.63 1.08
N 1.25830 0.19168 0.12022 3.17 2.01 -0.77
C 0.69072 -0.72894 0.65815 -0.18 -0.74 0.49
O 0.86227 1.25002 -0.64482 1.85 -1.44 1.35
C -1.15188 0.32388 -0.48121 -0.16 -0.24 0.17